Entry 1:
Here is 2 unconnected molecules or ions with the total composition C4H8NO3 in a non-equilibrium geometry from OMol25. Energies are from wB97M-V/def2-TZVPD.

Cartesian coordinates (Å):
C  0.893  -1.801  0.220
C  0.181  -1.556  1.598
O  0.165  -2.522  2.354
N  -0.225  -0.323  2.032
H  -0.753  -0.131  2.869
H  -0.201  0.392  1.266
H  1.927  -2.134  0.258
H  0.575  -1.003  -0.617
H  0.446  -2.542  -0.447
C  -1.667  1.286  -1.869
C  -0.042  1.630  -1.379
O  0.580  0.842  -0.597
O  0.424  2.516  -2.113
H  -1.504  1.033  -2.950
H  -2.215  2.171  -1.711
H  -2.245  0.436  -1.463

Force components x, y, z for each atom (eV/Å):
-2.46 2.04 -2.69
1.25 -1.44 0.40
-0.48 -0.11 0.34
0.40 1.03 -2.88
0.22 -0.67 -0.16
0.04 -0.56 0.84
0.09 0.73 0.43
1.91 -0.70 2.50
-0.65 -1.20 1.27
2.54 -1.36 -0.09
-0.56 -1.44 -1.58
-1.49 1.68 -0.25
-0.38 -0.02 0.88
-0.33 0.64 0.83
-0.70 1.17 -0.22
0.60 0.21 0.40

Calculated values
**Net charge**: -1
**LUMO**: 3.848 eV
**HOMO-LUMO gap**: 8.5 eV


Entry 2:
Here is 3 unconnected molecules or ions with the total composition C5H15N3 in a non-equilibrium geometry from OMol25. Energies are from wB97M-V/def2-TZVPD.

Cartesian coordinates (Å):
C  -1.631  -1.038  -0.069
C  -0.760  -2.051  -0.737
N  -1.990  0.046  -0.728
N  -2.927  0.842  -0.326
H  -2.949  1.667  -0.928
H  0.054  -0.073  0.995
H  -2.262  -1.346  0.754
H  -1.346  -2.829  -1.237
H  -0.123  -2.545  -0.003
H  -0.120  -1.569  -1.478
C  0.348  2.155  -0.438
C  0.988  0.008  1.641
C  2.239  -0.372  0.863
N  0.234  1.463  -1.495
H  1.066  1.390  -2.073
H  -1.108  0.474  -1.327
H  1.231  2.732  -0.160
H  -0.530  2.246  0.184
H  1.120  0.954  2.164
H  0.786  -0.737  2.409
H  2.070  -1.275  0.278
H  3.077  -0.561  1.534
H  2.533  0.419  0.175

Force components x, y, z for each atom (eV/Å):
-0.80 -0.36 -0.96
0.21 0.22 0.21
2.86 0.44 0.13
-0.89 0.65 0.02
0.29 -0.25 -0.03
1.22 0.70 0.82
-0.12 0.12 0.08
0.04 0.04 -0.02
0.09 -0.06 -0.03
0.06 -0.09 -0.08
-0.03 0.22 -0.84
-0.93 -0.83 -0.44
-0.04 0.00 0.03
0.10 0.01 0.33
0.13 0.20 0.09
-2.13 -0.89 0.51
0.07 -0.19 -0.02
-0.17 -0.04 0.32
-0.31 0.21 -0.18
0.15 -0.08 0.21
0.05 -0.05 -0.04
0.05 0.03 -0.04
0.08 0.00 -0.07

Calculated values
**Net charge**: 0
**LUMO**: 0.650 eV
**HOMO-LUMO gap**: 7.5 eV


Entry 3:
Here is a molecular structure, C43H47N5O4RhS3Sb2 from OMol25. Energies are from wB97M-V/def2-TZVPD.

Cartesian coordinates (Å):
Rh  -0.216  -0.431  0.090
C  1.598  2.178  1.539
C  0.634  2.820  0.554
C  -0.758  3.221  1.050
Sb  -1.783  1.469  1.752
C  -2.301  2.147  3.690
C  -2.653  3.496  3.745
C  -3.085  4.052  4.942
C  -3.168  3.263  6.080
C  -2.822  1.920  6.022
C  -2.393  1.356  4.828
C  -3.699  0.946  0.982
C  -3.822  0.047  -0.076
C  -5.076  -0.393  -0.469
C  -6.209  0.060  0.196
C  -6.087  0.943  1.259
C  -4.834  1.383  1.662
Sb  1.196  0.484  2.916
C  0.192  -1.414  3.267
C  1.064  -2.391  3.757
C  0.568  -3.587  4.250
C  -0.801  -3.820  4.270
C  -1.673  -2.841  3.819
C  -1.177  -1.643  3.321
C  0.969  1.437  4.761
C  0.873  2.824  4.877
C  0.742  3.392  6.133
C  0.734  2.585  7.265
C  0.846  1.206  7.149
C  0.956  0.624  5.897
H  1.930  2.876  2.310
H  2.486  1.814  1.022
H  0.543  2.194  -0.328
H  1.147  3.729  0.217
H  -1.314  3.732  0.266
H  -0.691  3.889  1.909
H  -2.602  4.131  2.867
H  -3.359  5.097  4.977
H  -3.506  3.694  7.012
H  -2.887  1.303  6.908
H  -2.128  0.310  4.816
H  -2.944  -0.314  -0.607
H  -5.172  -1.087  -1.293
H  -7.187  -0.283  -0.110
H  -6.968  1.290  1.781
H  -4.751  2.056  2.505
H  2.132  -2.223  3.775
H  1.256  -4.331  4.626
H  -1.189  -4.757  4.644
H  -2.741  -3.011  3.837
H  -1.893  -0.904  2.986
H  0.879  3.470  4.009
H  0.656  4.466  6.230
H  0.650  3.038  8.244
H  0.846  0.584  8.034
H  1.035  -0.453  5.812
C  2.867  -2.361  1.090
C  2.839  -1.611  -0.190
N  1.861  -0.819  -0.585
C  2.114  -0.273  -1.836
C  3.300  -0.651  -2.372
S  4.114  -1.713  -1.313
C  1.108  0.591  -2.463
C  1.289  1.359  -3.566
S  -0.146  2.200  -3.930
C  -0.928  1.497  -2.587
N  -0.163  0.667  -1.911
C  -2.344  1.844  -2.297
H  1.879  -2.750  1.328
H  3.214  -1.706  1.893
H  3.554  -3.203  1.032
H  3.714  -0.382  -3.329
H  2.181  1.478  -4.157
H  -2.619  2.766  -2.807
H  -2.521  1.972  -1.236
H  -3.009  1.049  -2.654
C  0.548  -8.721  1.762
C  1.325  -7.443  1.490
S  0.281  -6.113  0.959
O  -0.969  -6.143  1.679
O  1.038  -4.872  0.980
C  -0.062  -6.491  -0.763
C  -1.341  -5.811  -1.270
N  -1.559  -4.450  -0.745
C  -0.794  -3.377  -1.009
N  -1.145  -2.354  -0.231
C  -2.204  -2.774  0.535
C  -2.457  -4.063  0.232
N  -3.505  -4.856  0.831
O  -4.014  -4.367  1.816
O  -3.859  -5.870  0.274
C  0.318  -3.371  -1.992
H  1.236  -9.503  2.076
H  0.031  -9.081  0.872
H  -0.190  -8.568  2.546
H  2.078  -7.551  0.708
H  1.825  -7.048  2.378
H  -0.200  -7.570  -0.829
H  0.830  -6.221  -1.326
H  -2.208  -6.390  -0.983
H  -1.319  -5.752  -2.358
H  -2.737  -2.144  1.218
H  0.098  -4.025  -2.835
H  1.235  -3.715  -1.510
H  0.472  -2.364  -2.377

Force components x, y, z for each atom (eV/Å):
-0.26 0.01 -0.36
0.01 -0.05 0.18
-0.08 0.12 0.02
0.08 -0.11 0.01
-0.02 -0.30 -0.41
0.00 0.02 0.01
0.07 0.04 -0.04
-0.02 -0.04 0.01
0.01 0.03 0.00
0.02 -0.01 -0.01
0.02 -0.04 -0.01
0.09 0.16 0.12
0.08 0.01 0.05
0.04 -0.01 -0.04
-0.02 0.02 0.04
-0.02 -0.02 -0.04
0.05 0.04 0.00
0.22 0.02 0.42
0.05 -0.03 0.08
0.03 0.16 -0.02
-0.07 0.01 0.01
0.00 0.03 0.00
0.09 -0.04 -0.03
-0.02 0.11 -0.05
-0.02 -0.11 -0.06
-0.02 -0.01 0.04
0.01 0.00 0.00
0.01 0.02 -0.02
-0.03 -0.02 0.00
-0.01 0.00 0.00
0.01 0.02 -0.03
-0.01 0.01 0.00
-0.01 -0.06 -0.09
-0.01 -0.03 -0.05
-0.02 -0.02 0.01
-0.01 0.01 -0.01
-0.04 -0.01 0.02
-0.01 0.01 0.01
0.00 0.00 0.01
-0.01 0.00 0.01
0.01 -0.07 -0.01
-0.07 0.00 0.04
-0.01 -0.02 -0.01
-0.01 0.00 -0.01
-0.01 0.00 0.00
-0.01 0.02 0.01
0.06 -0.01 0.01
0.01 -0.02 0.00
0.00 -0.01 0.00
-0.02 -0.01 0.01
-0.01 0.03 -0.01
0.00 0.03 -0.02
0.00 0.01 0.01
-0.01 0.00 0.01
0.01 0.00 0.00
-0.02 0.00 0.01
0.01 -0.01 -0.05
0.10 -0.08 -0.10
-0.23 0.20 0.10
-0.01 0.06 -0.04
-0.01 -0.03 0.02
-0.09 0.05 0.04
0.08 -0.06 0.04
-0.04 -0.01 0.02
0.01 -0.04 0.09
0.03 0.09 -0.19
0.14 -0.11 0.28
-0.15 -0.17 -0.26
0.03 0.02 -0.02
0.02 0.02 0.01
0.01 0.00 0.01
0.01 -0.01 -0.02
0.01 0.01 -0.03
-0.03 -0.02 0.00
0.02 0.04 0.13
0.09 0.17 0.07
0.00 -0.02 -0.02
0.00 0.02 -0.02
-0.06 0.13 0.01
-0.03 -0.01 -0.02
0.01 -0.07 -0.14
-0.07 0.10 0.11
0.03 -0.02 -0.05
-0.09 -0.08 0.02
0.22 -0.06 0.12
-0.24 0.23 0.02
0.06 -0.14 -0.03
0.21 0.05 0.12
-0.38 0.12 -0.32
0.13 -0.02 0.16
0.19 -0.08 0.04
-0.06 -0.01 0.00
0.02 0.01 0.01
0.01 -0.01 0.01
0.00 0.00 0.00
0.06 -0.03 0.01
-0.04 -0.02 0.01
-0.01 -0.01 -0.07
0.00 0.04 0.00
-0.06 -0.01 0.01
-0.01 -0.04 0.03
-0.04 0.03 0.04
0.02 0.00 -0.01
0.06 -0.02 -0.01
-0.02 -0.06 0.01

Calculated values
**⟨S²⟩**: 6.013
**Net charge**: +3
**LUMO (spin up / spin down)**: -7.959 / -10.149 eV
**Spin multiplicity**: 5
**HOMO-LUMO gap (spin up / spin down)**: 7.3 / 5.9 eV


Entry 4:
Here is a molecular structure, C51H82GeN8O3P3STi in a non-equilibrium geometry from OMol25. Energies are from wB97M-V/def2-TZVPD.

Cartesian coordinates (Å):
Ti  -0.099  0.572  -1.301
C  0.787  -4.436  -1.081
C  2.253  -4.175  -0.687
C  2.600  -4.972  0.576
P  2.492  -2.329  -0.648
C  2.358  -1.938  1.162
N  1.737  -0.680  1.580
Ge  -0.130  -0.308  1.176
N  -0.969  1.377  1.849
C  -1.544  2.365  0.950
P  -0.263  2.886  -0.267
C  1.067  3.593  0.818
C  1.919  4.631  0.072
C  0.574  4.162  2.148
C  -1.025  4.305  -1.186
C  -2.075  3.815  -2.196
C  -1.612  5.404  -0.305
C  -1.428  1.477  3.176
C  -2.588  2.148  3.578
C  -2.954  2.185  4.923
C  -2.192  1.542  5.885
C  -1.044  0.858  5.492
C  -0.667  0.847  4.160
N  0.471  0.159  3.644
C  1.701  0.844  3.391
C  2.205  1.906  4.115
C  3.505  2.354  3.862
C  4.282  1.702  2.918
C  3.754  0.658  2.153
C  2.431  0.254  2.338
C  0.609  -1.218  4.047
C  1.444  -1.619  5.070
C  1.467  -2.953  5.468
C  0.638  -3.860  4.831
C  -0.181  -3.462  3.775
C  -0.188  -2.132  3.349
N  -0.926  -1.663  2.248
C  -1.940  -2.599  1.752
P  -2.969  -1.961  0.372
C  -3.883  -3.539  -0.009
C  -4.560  -4.243  1.169
C  -4.858  -3.385  -1.195
C  -4.127  -0.756  1.218
C  -5.533  -0.752  0.611
C  -4.181  -0.855  2.743
C  4.313  -2.063  -0.953
C  4.579  -1.996  -2.463
C  5.265  -3.055  -0.289
H  0.534  -5.494  -0.958
H  0.592  -4.160  -2.123
H  0.108  -3.852  -0.450
H  2.893  -4.515  -1.509
H  1.882  -4.776  1.378
H  3.599  -4.769  0.958
H  2.546  -6.041  0.346
H  3.357  -2.004  1.593
H  1.779  -2.769  1.588
H  -1.827  3.250  1.510
H  -2.436  2.026  0.406
H  1.697  2.731  1.041
H  1.414  5.600  0.027
H  2.164  4.340  -0.951
H  2.857  4.777  0.611
H  -0.135  4.982  2.019
H  1.440  4.554  2.688
H  0.116  3.399  2.775
H  -0.187  4.731  -1.750
H  -3.004  3.555  -1.680
H  -1.740  2.941  -2.751
H  -2.307  4.608  -2.912
H  -2.403  5.022  0.345
H  -2.054  6.174  -0.943
H  -0.859  5.886  0.312
H  -3.234  2.620  2.845
H  -3.855  2.715  5.217
H  -2.483  1.573  6.929
H  -0.434  0.334  6.219
H  1.608  2.353  4.905
H  3.925  3.169  4.442
H  5.315  2.006  2.777
H  4.367  0.159  1.404
H  2.064  -0.882  5.567
H  2.102  -3.270  6.287
H  0.625  -4.896  5.152
H  -0.809  -4.203  3.293
H  -2.595  -2.863  2.581
H  -1.506  -3.538  1.376
H  -3.059  -4.173  -0.347
H  -5.286  -3.593  1.663
H  -3.842  -4.580  1.918
H  -5.096  -5.126  0.812
H  -5.877  -3.208  -0.845
H  -4.876  -4.294  -1.801
H  -4.591  -2.545  -1.850
H  -3.669  0.208  0.965
H  -6.096  -1.639  0.909
H  -5.519  -0.715  -0.485
H  -6.085  0.120  0.970
H  -4.615  -1.807  3.066
H  -4.816  -0.055  3.137
H  -3.193  -0.746  3.198
H  4.501  -1.071  -0.529
H  4.294  -2.935  -2.954
H  5.642  -1.835  -2.666
H  4.024  -1.174  -2.931
H  5.155  -4.058  -0.708
H  5.118  -3.112  0.790
H  6.300  -2.741  -0.459
C  1.608  -0.400  -6.039
N  0.890  0.564  -5.181
C  0.529  1.852  -5.795
C  0.575  0.288  -3.966
O  0.091  1.157  -3.185
C  0.738  -1.112  -3.410
O  -0.273  -1.289  -2.392
C  -1.609  -1.401  -2.926
C  -2.450  -0.214  -2.495
O  -2.019  0.550  -1.581
N  -3.605  -0.058  -3.044
C  -4.495  1.038  -2.610
C  -4.014  -0.848  -4.222
H  2.323  0.151  -6.646
H  0.922  -0.923  -6.707
H  2.163  -1.121  -5.443
H  -0.004  1.656  -6.723
H  1.426  2.425  -6.026
H  -0.110  2.421  -5.130
H  1.683  -1.228  -2.880
H  0.657  -1.885  -4.165
H  -2.061  -2.295  -2.507
H  -1.578  -1.496  -4.009
H  -4.192  1.393  -1.633
H  -5.510  0.658  -2.554
H  -4.459  1.860  -3.323
H  -3.852  -1.914  -4.065
H  -3.484  -0.523  -5.117
H  -5.074  -0.697  -4.383
C  5.245  2.248  -0.960
N  4.235  2.642  -1.954
C  4.416  3.635  -2.913
C  3.263  3.761  -3.584
N  2.393  2.831  -3.029
C  2.987  2.149  -2.031
S  2.365  0.896  -1.031
H  5.679  3.142  -0.520
H  6.028  1.655  -1.429
H  4.764  1.667  -0.180
H  5.353  4.163  -3.019
H  2.983  4.426  -4.385
H  1.431  2.683  -3.264

Force components x, y, z for each atom (eV/Å):
1.17 -0.06 2.05
0.10 -0.05 0.00
-0.19 0.02 0.03
-0.03 -0.08 -0.06
0.09 0.15 -0.01
-0.43 0.14 0.35
0.30 0.16 -0.46
0.02 0.29 1.14
-0.08 -0.12 0.14
0.17 -0.25 -0.08
-0.55 0.37 0.68
0.08 0.05 -0.13
-0.08 0.00 0.06
0.01 0.12 0.07
0.03 -0.16 -0.21
0.01 0.09 0.14
-0.03 0.09 -0.06
-0.17 0.06 -0.30
-0.03 0.05 0.00
-0.02 0.03 -0.12
0.05 -0.06 0.03
0.06 0.02 0.02
0.28 -0.12 -0.11
0.28 -0.01 0.48
-0.28 -0.36 0.03
0.07 0.01 0.07
-0.14 0.00 0.03
0.05 -0.13 -0.11
-0.03 0.06 -0.04
0.12 -0.07 -0.03
-0.11 0.37 -0.09
0.04 -0.05 0.10
0.02 0.04 0.02
-0.07 -0.01 -0.08
0.02 -0.07 0.04
-0.09 -0.08 -0.23
-0.33 -0.39 -0.38
0.42 0.33 0.09
-0.15 0.05 -0.22
-0.23 0.11 0.09
-0.05 -0.05 -0.03
0.05 0.04 0.08
0.09 -0.06 0.08
0.04 -0.01 -0.06
-0.15 -0.07 0.00
0.01 -0.13 -0.18
-0.01 -0.02 0.04
0.06 0.07 0.02
0.03 0.10 -0.03
0.02 0.02 0.10
-0.02 -0.03 0.02
0.03 -0.05 0.00
0.07 -0.05 -0.07
-0.06 0.03 -0.01
0.00 0.07 0.05
0.01 0.00 0.15
0.07 0.10 0.07
-0.04 0.12 0.13
-0.07 0.05 0.00
0.05 -0.10 0.04
0.03 -0.08 -0.01
0.01 -0.02 -0.03
-0.03 0.02 0.00
0.08 -0.06 0.02
-0.07 -0.02 -0.02
0.04 0.06 -0.04
0.02 0.00 -0.02
0.06 -0.01 -0.03
0.04 -0.07 -0.07
-0.02 0.00 0.08
0.04 0.03 -0.04
0.00 -0.02 0.05
-0.02 0.00 0.02
0.05 -0.04 0.10
0.09 -0.06 -0.06
0.04 -0.03 -0.14
-0.03 0.02 -0.04
0.04 -0.05 -0.05
-0.08 -0.07 -0.05
-0.10 -0.06 -0.01
-0.08 0.06 0.11
-0.02 -0.01 -0.02
-0.02 0.04 -0.07
-0.02 0.07 -0.04
0.08 0.07 0.04
-0.03 -0.12 0.10
0.05 0.01 0.00
0.10 -0.08 -0.05
0.05 -0.06 -0.05
-0.04 0.04 -0.03
0.01 0.01 0.05
0.09 0.03 -0.03
-0.03 0.02 0.06
0.01 -0.10 0.05
0.05 0.06 0.06
0.03 0.06 -0.04
0.00 -0.01 0.14
0.01 -0.03 -0.01
0.04 0.10 -0.03
0.05 -0.05 0.00
-0.07 -0.01 -0.04
-0.04 0.03 -0.02
0.03 0.11 0.03
-0.07 -0.02 0.01
-0.01 -0.05 0.03
0.00 0.03 0.03
0.01 -0.02 -0.04
-0.05 -0.05 0.01
-0.10 0.13 -0.05
0.55 0.14 -1.76
0.21 -0.11 0.00
-0.20 -0.43 0.98
-0.07 0.47 -1.66
-0.44 -0.17 0.10
-0.19 0.14 -0.77
0.33 0.05 0.07
0.73 -0.42 0.64
-0.72 -0.08 -0.55
-1.22 0.41 -0.69
0.04 -0.17 -0.11
-0.08 0.00 0.24
-0.01 0.03 0.03
-0.03 0.06 0.05
-0.03 0.11 -0.01
0.00 -0.04 -0.05
0.05 -0.03 0.01
-0.04 -0.04 0.06
0.24 -0.02 0.12
-0.15 -0.14 -0.06
-0.07 -0.16 0.16
0.09 0.01 -0.11
0.07 -0.05 0.05
-0.06 -0.07 -0.02
0.04 -0.01 -0.06
-0.02 0.04 0.06
0.04 0.06 0.02
-0.09 0.03 0.03
-0.06 0.05 -0.23
0.40 0.04 0.24
0.30 -0.12 0.31
-0.29 -0.08 -0.03
0.09 0.12 -0.11
0.06 0.12 -0.04
0.49 0.02 -0.08
-0.02 0.06 -0.02
-0.04 0.00 -0.05
-0.09 0.01 0.01
-0.13 -0.09 0.05
-0.01 -0.09 0.09
-0.36 -0.02 -0.06

Calculated values
**⟨S²⟩**: 0.755
**Net charge**: +2
**LUMO (spin up / spin down)**: -5.105 / -4.927 eV
**Spin multiplicity**: 2
**HOMO-LUMO gap (spin up / spin down)**: 5.5 / 5.6 eV


- The highest net charge belongs to which entry?
  C43H47N5O4RhS3Sb2


- What is the formula in the first record?
  C4H8NO3


- Which of these has the highest net charge?
  C43H47N5O4RhS3Sb2